No. 1
Computed, not measured: C16H18BrNZn as an isolated structure in a non-equilibrium geometry, with ωB97M-V with the def2-TZVPD basis set.

Positions of all 37 atoms, in Å:
C  0.353050  -0.539790  -2.464351
C  0.322033  0.889108  -2.524878
C  1.618091  1.378072  -2.169370
H  -0.516600  1.454109  -2.906832
C  2.436118  0.259282  -1.853968
C  1.667593  -0.934012  -2.033772
H  2.039541  -1.947969  -2.044364
H  -0.450132  -1.168377  -2.817131
H  1.952777  2.404786  -2.242830
H  3.494345  0.321198  -1.648823
Zn  0.236549  0.022108  -0.283305
Br  -1.302581  -1.274599  0.693337
C  -1.305899  -4.232282  2.460139
C  -0.394341  -5.028742  1.704212
C  -1.018170  -5.347906  0.454936
H  0.577886  -5.356631  2.030140
C  -2.313570  -4.746028  0.444134
C  -2.493627  -4.057794  1.682893
H  -3.365465  -3.501070  1.976831
H  -1.143213  -3.836905  3.447378
H  -0.598994  -5.958764  -0.326500
H  -3.042440  -4.813340  -0.344899
C  -0.916302  3.709254  -1.652287
C  -0.317352  3.441725  -0.309569
C  -0.133568  4.441370  0.670061
C  0.524231  3.808643  1.775489
C  0.703656  2.465057  1.391877
C  1.403846  1.401295  2.191932
N  0.140955  2.258731  0.186131
H  -0.240836  3.604221  -2.501726
H  -1.230963  4.750365  -1.634796
H  -1.789105  3.097268  -1.876424
H  -0.473224  5.462249  0.520219
H  0.828359  4.195046  2.748832
H  2.409616  1.723992  2.454266
H  0.840922  1.226621  3.103157
H  1.496816  0.429709  1.699862

Force components x, y, z for each atom (eV/Å):
C 0.766 0.691 -0.110
C 1.088 -0.450 -0.532
C -0.161 -1.027 -0.854
H 0.098 -0.015 0.253
C -0.808 0.432 -0.524
C -0.480 0.634 -0.118
H -0.058 0.005 0.343
H 0.038 -0.198 0.317
H -0.153 -0.044 0.415
H 0.005 -0.117 0.241
Zn -0.059 1.768 -0.845
Br -0.300 -0.182 0.480
C -0.460 -0.683 -1.162
C -1.265 0.298 -0.377
C -0.537 0.667 1.010
H 0.274 -0.024 0.035
C 0.763 -0.043 1.132
C 1.096 -1.084 -0.226
H -0.183 0.202 0.041
H 0.117 0.163 0.206
H 0.142 -0.088 -0.212
H -0.120 0.038 -0.258
C -0.158 -0.020 0.069
C 0.158 0.637 1.313
C 0.180 -0.921 -0.264
C 0.063 -0.419 -0.373
C -0.394 1.357 0.445
C -0.374 0.292 -0.031
N 0.565 -1.781 -0.559
H 0.252 -0.100 0.063
H -0.176 0.159 -0.098
H -0.142 -0.115 0.052
H 0.189 -0.042 0.283
H -0.094 0.186 -0.368
H 0.140 -0.011 0.061
H 0.037 -0.215 0.306
H -0.046 0.049 -0.154

## Properties
Kohn-Sham gap (eV): 5.1
Total charge: -2
Largest force on an atom (eV/Å): 2.0
LUMO (eV): 5.045

=====

No. 2
Computed, not measured: one molecule with the formula C4H13N3 in a non-equilibrium geometry, with ωB97M-V with the def2-TZVPD basis set.

Positions of all 20 atoms, in Å:
C  3.131117  0.549312  -0.741490
N  1.642315  0.616268  -0.872874
C  0.789559  -0.652145  -0.513770
C  -0.629766  -0.450106  -0.820007
N  -1.264140  -0.874938  0.490490
C  -2.443505  -0.181688  0.825306
N  -2.176159  1.049838  1.525306
H  3.795480  1.389477  -0.974163
H  3.195035  -0.022319  0.139939
H  3.395509  -0.321810  -1.502486
H  1.290587  1.478607  -0.271809
H  0.932884  -0.890296  0.628294
H  1.229757  -1.555739  -0.895706
H  -0.657200  0.538788  -1.143227
H  -1.139095  -0.934568  -1.667909
H  -1.146973  -1.832994  0.729564
H  -3.100079  0.097346  0.037311
H  -3.142653  -0.786470  1.553043
H  -1.794576  0.936074  2.442536
H  -1.908090  1.847362  1.031646

Force components x, y, z for each atom (eV/Å):
C -1.645 -4.061 -2.600
N -1.764 2.215 0.547
C 4.493 0.842 1.911
C -1.115 -2.450 1.821
N -0.230 1.628 -1.952
C -1.579 -0.443 3.107
N -1.305 -0.790 1.024
H -0.842 0.033 0.527
H 1.634 0.118 1.906
H -0.104 1.886 1.004
H 0.693 -2.637 -1.448
H -0.457 0.816 -1.832
H 0.511 -0.102 -1.114
H -0.950 2.317 0.605
H 0.786 -0.632 0.090
H -0.223 -0.561 -0.218
H -0.402 -0.046 -1.296
H 1.485 0.671 -1.360
H 0.397 0.170 0.042
H 0.619 1.026 -0.765

## Properties
Kohn-Sham gap (eV): 9.4
SMILES: CNCCNCN
Total charge: 0
Largest force on an atom (eV/Å): 5.1
LUMO (eV): 1.148
Energy relative to the best compared isomer or geometry (same formula, charge and spin) (kcal per mole): 75.7

=====

Number 1: E_HOMO -0.075 eV, electronic energy -136833.8492 eV. Number 2: E_HOMO -8.279 eV, electronic energy -8826.1300 eV.